[1]
The following is a quantum chemistry calculation of 2 unconnected molecules or ions with the total composition C5H13NO2, from OMol25.

Each line ends with the Mulliken charge.
CARTESIAN COORDINATES (ANGSTROEM)
C (-1.102, -1.852, 0.402)  -0.569
O (0.192, -1.692, -0.166)  -0.524
C (-1.860, -0.539, 0.542)  -0.330
C (-2.050, 0.148, -0.814)  -0.973
H (-1.005, -2.348, 1.375)  0.293
H (-1.652, -2.527, -0.255)  0.374
H (-1.368, 0.086, 1.292)  0.294
H (-2.850, -0.771, 0.946)  0.328
H (-2.769, 0.960, -0.746)  0.328
H (-2.427, -0.618, -1.496)  0.347
H (-1.119, 0.509, -1.236)  0.126
O (0.736, 2.596, 0.141)  -0.487
C (1.293, 1.910, -0.665)  0.009
C (2.260, 0.799, -0.354)  -0.375
N (2.036, 0.292, 0.983)  -0.582
H (1.106, 2.045, -1.748)  0.400
H (2.118, 0.040, -1.124)  0.227
H (3.258, 1.240, -0.486)  0.360
H (2.842, -0.157, 1.387)  0.177
H (1.664, 1.001, 1.589)  0.213
H (0.698, -1.122, 0.435)  0.364

Results
2S+1: 1
ΔE to the lowest compared entry with this formula, charge and spin: 147.5 kJ/mol
Charge: 0

---

[2]
The following is a quantum chemistry calculation of 2 unconnected molecules or ions with the total composition C3H8N2O in a non-equilibrium geometry, from OMol25.

Each line ends with the Mulliken charge.
CARTESIAN COORDINATES (ANGSTROEM)
C (2.341, -0.163, 1.534)  -0.748
C (1.354, -0.058, 0.691)  0.167
C (1.454, -0.192, -0.826)  -0.839
N (-2.167, -1.066, -1.005)  -0.137
N (-3.291, 0.808, -0.492)  -0.404
O (-2.588, -0.447, -0.134)  0.058
H (3.453, -0.453, 1.299)  0.205
H (2.147, -0.096, 2.614)  0.241
H (0.406, 0.190, 1.167)  0.244
H (0.630, -0.907, -1.125)  0.190
H (2.436, -0.559, -1.067)  0.312
H (1.269, 0.762, -1.427)  0.223
H (-3.994, 1.076, 0.215)  0.227
H (-3.449, 1.107, -1.443)  0.260

Results
2S+1: 1
ΔE to the lowest compared entry with this formula, charge and spin: 744.2 kJ/mol
Charge: 0

---

[3]
The following is a quantum chemistry calculation of a molecular structure, C36H89Br2NO14S10 in a non-equilibrium geometry, from OMol25.

Each line ends with the Mulliken charge.
CARTESIAN COORDINATES (ANGSTROEM)
C (6.113, -1.393, -2.209)  -0.755
C (4.675, -0.666, -2.090)  -0.132
O (3.607, -1.575, -1.719)  -0.239
C (2.360, -1.172, -2.331)  -0.151
C (1.111, -1.456, -1.352)  -0.212
C (0.003, -0.306, -1.498)  -0.046
C (-1.228, -0.861, -2.384)  -0.750
C (-2.060, -1.871, -1.457)  -1.006
C (-3.587, -1.494, -1.159)  1.511
C (-4.413, -2.667, -1.859)  -0.555
Br (-6.361, -2.669, -1.449)  -0.108
C (-4.227, -2.738, -3.467)  -0.032
C (-3.840, -4.252, -3.911)  -0.837
Br (-5.863, -2.261, -4.496)  -0.082
O (-3.650, -1.654, 0.311)  -0.312
C (-3.258, -0.406, 0.925)  -0.325
O (-2.786, -0.383, 2.088)  -0.567
C (-3.497, 0.862, -0.073)  0.579
C (-2.316, 1.912, -0.274)  -0.926
N (-1.911, 2.191, -1.674)  0.024
C (-2.660, 3.319, -2.298)  -0.913
C (-4.107, 0.022, -1.283)  -1.071
O (-4.275, 0.616, -2.591)  -0.539
H (6.898, -0.576, -2.408)  0.369
H (6.424, -1.899, -1.224)  0.238
H (6.155, -2.128, -3.103)  0.008
H (4.783, 0.122, -1.262)  0.152
H (4.468, -0.123, -3.075)  0.238
H (2.202, -1.814, -3.270)  0.047
H (2.317, -0.060, -2.617)  0.116
H (1.446, -1.615, -0.259)  0.074
H (0.616, -2.431, -1.714)  0.141
H (0.390, 0.687, -1.906)  0.095
H (-0.435, -0.108, -0.448)  -0.043
H (-1.830, -0.055, -2.913)  0.463
H (-0.738, -1.494, -3.222)  0.504
H (-1.987, -2.921, -1.938)  0.116
H (-1.495, -1.977, -0.455)  0.577
H (-3.998, -3.655, -1.437)  0.327
H (-3.366, -2.074, -3.855)  0.276
H (-3.132, -4.218, -4.823)  0.315
H (-3.229, -4.775, -3.084)  0.056
H (-4.756, -4.893, -4.135)  0.358
H (-4.375, 1.400, 0.434)  0.591
H (-2.668, 2.915, 0.190)  0.103
H (-1.391, 1.618, 0.347)  0.439
H (-0.899, 2.418, -1.613)  0.212
H (-2.013, 4.227, -2.539)  0.304
H (-3.063, 2.928, -3.307)  0.245
H (-3.583, 3.570, -1.666)  0.238
H (-5.212, -0.096, -0.945)  0.568
H (-4.510, -0.060, -3.262)  0.305
C (-2.406, -7.089, 1.096)  -0.936
S (-1.815, -7.271, -0.597)  0.450
O (-1.611, -5.894, -1.153)  -0.538
C (-3.363, -7.903, -1.277)  -0.970
H (-1.602, -6.667, 1.699)  0.273
H (-3.267, -6.419, 1.122)  0.353
H (-2.678, -8.067, 1.493)  0.400
H (-4.166, -7.183, -1.108)  0.251
H (-3.607, -8.856, -0.804)  0.373
H (-3.234, -8.056, -2.350)  0.336
C (-0.948, 7.972, 0.421)  -1.117
S (-1.607, 6.315, 0.163)  0.588
O (-0.679, 5.606, -0.774)  -0.606
C (-3.050, 6.830, -0.791)  -0.919
H (-0.011, 7.890, 0.973)  0.284
H (-0.760, 8.452, -0.541)  0.340
H (-1.658, 8.564, 1.003)  0.452
H (-2.733, 7.383, -1.677)  0.307
H (-3.694, 7.455, -0.169)  0.433
H (-3.599, 5.938, -1.098)  0.228
C (-1.748, -10.956, 4.590)  -0.955
S (-1.189, -9.253, 4.376)  0.458
O (-2.253, -8.524, 3.620)  -0.589
C (0.138, -9.630, 3.212)  -0.745
H (-2.609, -10.955, 5.260)  0.325
H (-2.040, -11.377, 3.626)  0.294
H (-0.947, -11.551, 5.033)  0.365
H (-0.269, -10.132, 2.332)  0.271
H (0.880, -10.266, 3.698)  0.386
H (0.610, -8.693, 2.908)  0.175
C (1.715, 7.839, -3.084)  -0.497
S (2.460, 8.704, -1.686)  0.553
O (1.502, 9.765, -1.253)  -0.618
C (3.772, 9.511, -2.629)  -0.986
H (0.841, 7.292, -2.726)  0.179
H (1.405, 8.558, -3.845)  0.405
H (2.434, 7.135, -3.504)  0.002
H (3.338, 10.129, -3.417)  0.301
H (4.428, 8.754, -3.062)  0.355
H (4.348, 10.142, -1.950)  0.328
C (-3.742, -0.550, 7.588)  -0.910
S (-2.988, -1.593, 6.321)  0.534
O (-1.641, -2.003, 6.822)  -0.633
C (-2.737, -0.276, 5.113)  -0.809
H (-3.950, -1.167, 8.463)  0.322
H (-3.057, 0.254, 7.866)  0.271
H (-4.677, -0.133, 7.209)  0.332
H (-2.114, 0.511, 5.544)  0.359
H (-3.704, 0.133, 4.813)  0.322
H (-2.238, -0.696, 4.241)  0.229
C (-2.402, 6.873, 5.491)  -0.597
S (-1.829, 8.569, 5.267)  0.507
O (-2.878, 9.297, 4.488)  -0.665
C (-0.490, 8.168, 4.126)  -0.318
H (-3.272, 6.887, 6.149)  0.331
H (-2.684, 6.444, 4.527)  0.229
H (-1.612, 6.279, 5.950)  0.137
H (-0.890, 7.659, 3.247)  -0.218
H (0.240, 7.532, 4.629)  0.273
H (-0.007, 9.097, 3.817)  0.368
C (0.881, 4.053, 7.799)  -0.942
S (1.455, 5.750, 7.574)  0.364
O (0.405, 6.479, 6.797)  -0.514
C (2.793, 5.350, 6.431)  -0.959
H (0.012, 4.067, 8.458)  0.312
H (0.599, 3.624, 6.836)  0.279
H (1.673, 3.458, 8.258)  0.407
H (2.393, 4.841, 5.552)  0.295
H (3.524, 4.714, 6.934)  0.405
H (3.275, 6.280, 6.124)  0.313
C (4.141, -5.327, 0.231)  -0.912
S (3.002, -5.649, 1.594)  0.441
O (2.326, -6.954, 1.316)  -0.600
C (1.832, -4.342, 1.180)  -0.849
H (4.943, -6.065, 0.271)  0.370
H (3.616, -5.413, -0.722)  0.251
H (4.565, -4.327, 0.337)  0.350
H (1.449, -4.490, 0.169)  0.182
H (2.327, -3.371, 1.256)  0.350
H (1.004, -4.380, 1.890)  0.422
C (2.782, 4.666, -4.669)  -1.111
S (2.436, 2.898, -4.800)  0.610
O (3.503, 2.175, -4.047)  -0.593
C (2.824, 2.759, -6.558)  -1.045
H (2.638, 4.969, -3.631)  0.269
H (3.812, 4.869, -4.966)  0.413
H (2.091, 5.222, -5.306)  0.435
H (3.852, 3.078, -6.739)  0.318
H (2.133, 3.375, -7.135)  0.364
H (2.711, 1.715, -6.855)  0.329
C (7.088, -6.350, -4.599)  -0.976
S (6.622, -4.607, -4.525)  0.482
O (6.587, -4.216, -3.087)  -0.564
C (4.915, -4.842, -5.063)  -0.869
H (8.121, -6.445, -4.263)  0.334
H (6.439, -6.938, -3.948)  0.296
H (7.008, -6.705, -5.628)  0.382
H (4.400, -5.522, -4.383)  0.284
H (4.904, -5.245, -6.078)  0.392
H (4.413, -3.873, -5.055)  0.242

Results
2S+1: 1
ΔE to the lowest compared entry with this formula, charge and spin: 318.5 kJ/mol
Charge: 0

---

[4]
The following is a quantum chemistry calculation of 2 unconnected molecules or ions with the total composition C3H2N4O in a non-equilibrium geometry, from OMol25.

Each line ends with the Mulliken charge.
CARTESIAN COORDINATES (ANGSTROEM)
C (0.400, -0.028, -0.200)  0.250
C (0.633, -0.723, 1.067)  -0.107
C (1.102, -1.135, 2.193)  -0.282
H (-2.735, 0.788, -0.334)  0.420
H (1.303, -1.822, 2.965)  0.394
N (-0.714, 0.443, -0.741)  0.575
N (-0.454, 1.270, -1.819)  -0.236
N (0.871, 1.199, -1.841)  -0.204
N (1.439, 0.287, -0.889)  -0.299
O (-1.844, -0.278, -0.402)  -0.510

Results
2S+1: 1
ΔE to the lowest compared entry with this formula, charge and spin: 625.1 kJ/mol
Charge: 0

---

[5]
The following is a quantum chemistry calculation of a molecular structure, CHLiO2Sm in a non-equilibrium geometry, from OMol25.

Each line ends with the Löwdin spin population.
CARTESIAN COORDINATES (ANGSTROEM)
O (2.279, -0.441, 0.059)  -0.037
C (-1.869, -0.027, -0.090)  0.008
O (-0.597, -0.031, -0.130)  0.013
Sm (1.294, 1.230, 0.059)  5.984
Li (1.107, -1.751, -0.079)  0.029
H (-2.215, 1.021, 0.181)  0.002

Results
2S+1: 7
Charge: 0
Calculated total energy: -23254.2576 eV
<S²>: 12.014

---

[6]
The following is a quantum chemistry calculation of a single C3H3NO2S2 molecule in a non-equilibrium geometry, from OMol25.

Each line ends with the Mulliken charge.
CARTESIAN COORDINATES (ANGSTROEM)
C (1.499, 0.519, 0.231)  0.261
C (-0.093, 0.503, 0.125)  0.181
C (-2.091, -1.000, -0.046)  0.123
H (3.042, 1.780, -0.031)  0.397
H (-0.047, -1.523, -0.441)  0.252
H (-2.179, -2.061, -0.417)  0.282
N (-0.690, -0.781, -0.036)  -0.128
O (2.003, 1.745, 0.225)  -0.421
O (-3.009, -0.207, 0.429)  -0.509
S (2.420, -0.897, 0.062)  -0.291
S (-0.857, 1.923, -0.100)  -0.146

Results
2S+1: 1
ΔE to the lowest compared entry with this formula, charge and spin: 150.4 kJ/mol
Charge: 0